A 2-piece molecular cluster, C20H17F6N7O6 overall at a distorted geometry. Source: OMol25; level of theory: wB97M-V/def2-TZVPD.

Output
- SMILES string = O=C(NC[C@H]1CCCN1)Nc1cc(C(F)(F)F)cc(C(F)(F)F)c1.O=[N+]([O-])c1cc([N+](=O)[O-])c2nonc2c1
- gap between HOMO and LUMO (eV) = 6.911
- energy relative to the best compared isomer or geometry (same formula, charge and spin) (eV) = 1.1897
- net charge = 0

The geometry in XYZ format:
```
56
Properties=species:S:1:pos:R:3:mulliken_charge:R:1
O -0.783 -0.760 0.800 -0.613
C -1.746 0.011 0.821 0.641
N -1.895 0.986 1.780 -0.260
C -0.777 1.378 2.619 -1.380
C 0.129 2.367 1.868 0.779
C -0.137 3.854 2.085 -0.664
C 1.248 4.520 2.108 -0.639
C 2.249 3.416 2.446 -0.718
N 1.553 2.131 2.170 -0.395
N -2.806 0.020 -0.078 -0.097
C -2.920 -0.773 -1.208 0.761
C -3.867 -0.421 -2.188 -0.950
C -3.971 -1.175 -3.347 0.102
C -4.930 -0.760 -4.435 0.853
F -5.630 -1.830 -4.925 -0.260
F -5.844 0.158 -4.008 -0.275
F -4.265 -0.201 -5.498 -0.248
C -3.182 -2.307 -3.547 -1.299
C -2.273 -2.666 -2.555 0.102
C -1.450 -3.911 -2.770 0.793
F -0.514 -4.108 -1.798 -0.258
F -2.242 -5.032 -2.796 -0.265
F -0.788 -3.867 -3.969 -0.265
C -2.117 -1.909 -1.400 -0.609
H -2.682 1.629 1.722 0.239
H -1.162 1.885 3.518 0.504
H -0.226 0.471 2.920 0.346
H 0.047 2.156 0.792 -0.083
H -0.765 4.220 1.259 0.336
H -0.660 3.970 3.045 0.293
H 1.456 4.939 1.114 0.272
H 1.310 5.306 2.867 0.363
H 3.195 3.498 1.902 0.329
H 2.512 3.394 3.514 0.362
H 1.696 1.480 2.951 0.416
H -3.456 0.798 0.024 0.220
H -4.498 0.454 -2.043 0.452
H -3.276 -2.892 -4.455 0.462
H -1.367 -2.167 -0.664 0.839
O 6.000 -3.156 1.062 -0.559
N 5.167 -2.861 0.187 0.925
O 5.180 -3.360 -0.961 -0.597
C 4.138 -1.885 0.457 -0.401
C 3.315 -1.423 -0.576 -0.527
C 2.453 -0.326 -0.315 -0.598
N 1.475 -0.015 -1.332 1.117
O 1.416 -0.775 -2.324 -0.642
O 0.719 0.973 -1.186 -0.599
C 2.457 0.366 0.906 0.207
C 3.055 -0.279 1.999 0.484
N 2.723 -0.235 3.326 -0.436
O 3.332 -1.370 3.873 -0.123
N 4.086 -2.077 2.956 -0.333
C 3.915 -1.392 1.804 0.819
H 3.324 -1.872 -1.573 0.629
H 2.079 1.427 1.057 0.449
```